C12H26N6O6Y as an isolated structure at a distorted geometry. Source: the Open Molecules 2025 dataset; level of theory: the ωB97M-V functional and the def2-TZVPD basis.

Atoms and positions in Å:
O  -3.003  -1.206  -0.010
H  -3.849  -1.682  0.080
Y  0.162  0.218  1.096
N  -2.005  1.335  1.014
N  -0.622  1.373  -1.024
N  1.428  -1.852  1.688
N  1.759  -0.690  -0.508
O  -2.923  0.650  1.689
O  0.990  -2.636  2.619
O  1.864  -0.231  -1.791
O  0.127  1.425  -2.094
C  -1.770  2.105  -1.147
C  -2.521  2.151  0.045
C  2.582  -2.189  1.078
C  2.755  -1.554  -0.176
C  -3.842  2.825  0.209
H  -4.685  2.119  0.075
H  -3.980  3.635  -0.523
H  -3.917  3.262  1.218
C  -2.179  2.739  -2.433
H  -2.411  1.983  -3.200
H  -1.378  3.382  -2.823
H  -3.077  3.353  -2.298
C  3.576  -3.115  1.652
C  3.959  -1.782  -1.024
H  3.157  -3.633  2.519
H  4.475  -2.561  1.969
H  3.907  -3.851  0.907
H  3.877  -1.255  -1.985
H  4.114  -2.855  -1.227
H  4.862  -1.421  -0.500
H  -0.422  -2.009  2.530
H  1.070  0.483  -1.931
C  -2.305  -2.211  -1.409
H  -3.193  -2.365  -2.002
H  -1.917  -3.045  -0.806
H  -1.652  -1.378  -1.608
O  -0.972  -1.226  2.201
H  -3.028  -0.367  0.761
H  -1.904  -1.475  2.080
C  4.267  2.151  -0.485
N  3.407  2.792  0.528
C  3.607  4.206  0.859
C  2.445  2.177  1.078
N  1.572  1.795  1.804
H  5.142  2.781  -0.629
H  3.746  2.041  -1.448
H  4.588  1.154  -0.146
H  2.819  4.829  0.418
H  3.588  4.336  1.948
H  4.567  4.513  0.469

Total charge: +1
Multiplicity: 1
Frontier orbital gap (spin up / spin down), Ha: 0.2230 / 0.2263
HOMO level (spin up / spin down), Eh: -0.3673 / -0.3677
Energy, eV: -35121.8719
Energy above the lowest of the compared OMol25 structures with the same formula, charge and spin, kcal per mole: 13.3


One molecule with the formula C12H26O4S3 at a distorted geometry. Source: the Open Molecules 2025 dataset; level of theory: the ωB97M-V functional and the def2-TZVPD basis.

Atoms and positions in Å:
C  -1.924  2.170  -4.053
C  -0.537  2.066  -3.269
S  -0.600  0.467  -2.332
C  0.651  0.483  -0.957
S  2.364  0.078  -1.622
C  2.169  -1.639  -2.454
C  3.055  -2.085  -3.691
C  0.093  -0.621  0.065
S  1.371  -1.310  1.155
C  0.915  -2.866  1.828
C  1.213  -3.891  0.766
C  -1.068  -0.032  0.885
O  -1.107  -0.735  2.082
C  -0.826  1.418  1.417
O  0.398  1.322  2.152
C  -1.849  1.889  2.440
O  -2.026  3.350  2.297
C  -1.615  1.587  3.912
O  -0.658  2.581  4.406
H  -2.119  2.987  -4.687
H  -2.173  1.294  -4.717
H  -2.613  2.342  -3.197
H  0.239  2.033  -3.974
H  -0.383  2.975  -2.705
H  0.569  1.539  -0.567
H  1.128  -1.850  -2.553
H  2.384  -2.322  -1.650
H  3.042  -3.194  -3.864
H  2.815  -1.544  -4.612
H  4.083  -1.764  -3.456
H  -0.439  -1.440  -0.429
H  -0.171  -2.947  2.102
H  1.596  -3.151  2.629
H  1.098  -4.944  1.195
H  2.261  -3.886  0.517
H  0.585  -3.770  -0.180
H  -2.102  -0.134  0.396
H  -0.193  -0.850  2.381
H  -0.745  2.104  0.617
H  0.233  1.546  3.100
H  -2.756  1.426  2.176
H  -1.400  3.916  2.804
H  -2.543  1.678  4.397
H  -1.345  0.594  4.112
H  -1.071  3.130  5.138

Multiplicity: 1
Frontier orbital gap, Ha: 0.3143
HOMO level, Eh: -0.2966
Energy, eV: -53557.8353
SMILES string: CCSC(SCC)[C@@H](SCC)[C@@H](O)[C@H](O)[C@H](O)CO


C12H27AsIN2S2V as an isolated structure. Source: the Open Molecules 2025 dataset; level of theory: the ωB97M-V functional and the def2-TZVPD basis.

Atoms and positions in Å:
V  -0.230  -0.641  0.081
I  1.510  -1.931  -1.260
C  0.314  1.931  3.087
C  1.499  1.859  2.133
As  0.941  1.554  0.305
C  -0.262  3.036  -0.063
C  0.337  4.397  0.269
C  2.514  1.830  -0.790
C  3.764  1.216  -0.171
H  0.658  1.996  4.119
H  -0.323  1.042  3.026
H  -0.320  2.797  2.903
H  2.179  1.050  2.395
H  2.082  2.777  2.134
H  -1.178  2.855  0.501
H  -0.524  2.943  -1.116
H  0.722  4.454  1.286
H  -0.430  5.166  0.178
H  1.144  4.664  -0.413
H  2.597  2.911  -0.898
H  2.298  1.410  -1.770
H  4.032  1.698  0.767
H  4.605  1.337  -0.853
H  3.648  0.147  0.012
C  -2.009  -1.769  2.944
S  -0.862  -2.279  1.645
C  0.479  -3.070  2.557
H  -1.497  -1.149  3.675
H  -2.403  -2.670  3.406
H  -2.825  -1.218  2.481
H  0.058  -3.935  3.064
H  0.914  -2.375  3.270
H  1.216  -3.388  1.826
C  -2.607  -3.313  -1.795
N  -2.041  -2.465  -2.858
C  -1.766  -2.893  -4.150
C  -1.275  -1.834  -4.826
N  -1.255  -0.785  -3.928
C  -1.713  -1.181  -2.738
S  -1.914  -0.117  -1.358
H  -2.735  -4.311  -2.201
H  -3.569  -2.914  -1.488
H  -1.918  -3.351  -0.956
H  -1.953  -3.905  -4.463
H  -0.947  -1.734  -5.845
H  -0.958  0.158  -4.124

Total charge: +2
Multiplicity: 3
Frontier orbital gap (spin up / spin down), Ha: 0.2764 / 0.3204
HOMO level (spin up / spin down), Eh: -0.5543 / -0.5702
Energy, eV: -132146.8087
Energy above the lowest of the compared OMol25 structures with the same formula, charge and spin, kcal per mole: 2.6
⟨S²⟩: 2.0428


Please write out number 1 again, unchanged.
C12H26N6O6Y as an isolated structure at a distorted geometry. Source: the Open Molecules 2025 dataset; level of theory: the ωB97M-V functional and the def2-TZVPD basis.

Atoms and positions in Å:
O  -3.003  -1.206  -0.010
H  -3.849  -1.682  0.080
Y  0.162  0.218  1.096
N  -2.005  1.335  1.014
N  -0.622  1.373  -1.024
N  1.428  -1.852  1.688
N  1.759  -0.690  -0.508
O  -2.923  0.650  1.689
O  0.990  -2.636  2.619
O  1.864  -0.231  -1.791
O  0.127  1.425  -2.094
C  -1.770  2.105  -1.147
C  -2.521  2.151  0.045
C  2.582  -2.189  1.078
C  2.755  -1.554  -0.176
C  -3.842  2.825  0.209
H  -4.685  2.119  0.075
H  -3.980  3.635  -0.523
H  -3.917  3.262  1.218
C  -2.179  2.739  -2.433
H  -2.411  1.983  -3.200
H  -1.378  3.382  -2.823
H  -3.077  3.353  -2.298
C  3.576  -3.115  1.652
C  3.959  -1.782  -1.024
H  3.157  -3.633  2.519
H  4.475  -2.561  1.969
H  3.907  -3.851  0.907
H  3.877  -1.255  -1.985
H  4.114  -2.855  -1.227
H  4.862  -1.421  -0.500
H  -0.422  -2.009  2.530
H  1.070  0.483  -1.931
C  -2.305  -2.211  -1.409
H  -3.193  -2.365  -2.002
H  -1.917  -3.045  -0.806
H  -1.652  -1.378  -1.608
O  -0.972  -1.226  2.201
H  -3.028  -0.367  0.761
H  -1.904  -1.475  2.080
C  4.267  2.151  -0.485
N  3.407  2.792  0.528
C  3.607  4.206  0.859
C  2.445  2.177  1.078
N  1.572  1.795  1.804
H  5.142  2.781  -0.629
H  3.746  2.041  -1.448
H  4.588  1.154  -0.146
H  2.819  4.829  0.418
H  3.588  4.336  1.948
H  4.567  4.513  0.469

Total charge: +1
Multiplicity: 1
Frontier orbital gap (spin up / spin down), Ha: 0.2230 / 0.2263
HOMO level (spin up / spin down), Eh: -0.3673 / -0.3677
Energy, eV: -35121.8719
Energy above the lowest of the compared OMol25 structures with the same formula, charge and spin, kcal per mole: 13.3